Computed, not measured: 2 unconnected molecules or ions with the total composition C6H12O, with wB97M-V/def2-TZVPD.

- E_LUMO: 0.0361 Eh
- HOMO: -0.32608 Eh
- Energy above the lowest of the compared OMol25 structures with the same formula, charge and spin: 38.6 kcal/mol
- Molecular weight: 100.2 g mol⁻¹

The geometry in ORCA input format:
```
! RIJCOSX wB97M-V def2-TZVPD def2/J DEFGRID3
* xyz 0 1
H -1.8306 -1.7085 0.8787
H 0.8703 1.1671 -1.3447
H -3.0913 -1.1004 -0.1909
H 0.2343 0.0617 1.5804
H -0.4543 0.1646 -1.9636
C -2.0281 -1.0061 0.0595
C -0.2176 1.1123 -1.4719
C 2.9830 -0.6266 0.3483
H 3.3800 -1.1292 -0.5277
H 0.9868 -1.2378 0.0036
O 1.1641 -0.1399 1.7627
H -1.4486 -1.3330 -0.8086
H -0.7677 2.2478 0.3245
H -0.5056 1.9236 -2.1509
H 3.6648 -0.0715 0.9877
H -2.1486 0.7190 1.4225
C -1.6970 0.3976 0.4825
C 1.6944 -0.6981 0.6411
C -0.9186 1.2802 -0.1548
*
```



Computed, not measured: 2 unconnected molecules or ions with the total composition C6H13NO at a distorted geometry, with wB97M-V/def2-TZVPD.

- E_LUMO: 0.0371 Eh
- HOMO: -0.29389 Eh
- Energy above the lowest of the compared OMol25 structures with the same formula, charge and spin: 57.0 kcal/mol
- Molecular weight: 115.2 g mol⁻¹

The geometry in ORCA input format:
```
! RIJCOSX wB97M-V def2-TZVPD def2/J DEFGRID3
* xyz 0 1
H -0.6196 -0.9145 -2.6068
C -0.5784 -0.6585 1.8072
H -1.8815 0.8475 -1.2128
H 1.3154 0.3240 2.0156
H -0.0046 1.0026 3.0239
N 2.0029 -1.0230 -2.3680
H -2.1042 0.6759 2.2172
H -0.2526 -1.5444 1.2784
C -1.8396 -0.2452 1.7104
H -2.6058 -0.8032 1.1915
H -1.5603 1.5328 -2.7959
C -1.0783 1.1642 -1.8872
C 0.4262 0.0913 2.6090
H 1.4141 -0.2734 4.2601
H -0.5171 1.9692 -1.4196
C -0.2048 -0.0046 -2.1866
H 2.9167 -0.6830 -2.5945
O 0.8342 -0.7765 3.6873
H 1.5669 0.8938 -1.5701
C 1.1273 0.0288 -2.0572
H 1.6432 -1.6036 -3.1018
*
```



Computed, not measured: C5H4N2 in the gas phase, with wB97M-V/def2-TZVPD.

- E_LUMO: 0.0363 Eh
- HOMO: -0.33354 Eh
- Energy above the lowest of the compared OMol25 structures with the same formula, charge and spin: 42.3 kcal/mol
- Molecular weight: 92.1 g mol⁻¹

The geometry in ORCA input format:
```
! RIJCOSX wB97M-V def2-TZVPD def2/J DEFGRID3
* xyz 0 1
H -0.2507 2.1199 0.3361
N -1.8378 0.8890 0.3959
H -0.3970 -2.0203 -0.2642
H -2.8540 -0.9402 0.3215
H 3.8421 -0.0448 -0.5623
C 1.6110 0.1167 -0.2254
C 0.2095 0.0707 -0.0280
N -0.5447 1.1652 0.2445
C -0.6606 -0.9972 -0.0456
C 2.7951 0.0661 -0.4000
C -1.9128 -0.4250 0.2275
*
```



Computed, not measured: 7 unconnected molecules or ions with the total composition C25H35F6NO21S at a distorted geometry, with wB97M-V/def2-TZVPD.

- E_LUMO: 0.0073 Eh
- HOMO: -0.33827 Eh
- Molecular weight: 831.6 g mol⁻¹

The geometry in ORCA input format:
```
! RIJCOSX wB97M-V def2-TZVPD def2/J DEFGRID3
* xyz 0 1
H -4.1585 0.8160 0.4707
C -4.2898 1.4979 -4.1615
O -8.1884 -7.6044 -3.9693
F 2.4104 6.9545 -0.1257
H -2.6471 0.3506 0.6805
C 0.5031 1.0135 -0.4348
H 4.5407 -2.7086 -0.9885
H -0.8272 -7.1056 -2.6062
H 3.4972 2.7254 3.5732
H 5.0089 0.3646 4.8310
C -3.8139 2.9781 -2.5421
H 3.1590 0.8876 0.8470
H 3.2793 -1.7835 0.9725
H 2.8589 7.1846 2.7651
H 3.0052 -2.0901 -1.5893
C -7.5463 -8.9830 -5.6685
O -1.3795 -1.6842 -0.9902
H 4.0249 6.3794 1.6968
C 3.0045 6.3488 2.0840
O 5.2713 5.4999 7.5273
C 4.4640 5.6460 6.4431
O 4.9967 6.5154 5.5464
O -8.9481 -8.7840 -5.7197
C 1.9804 6.3043 0.9833
C -3.4922 -6.5092 -2.9999
H 0.9955 6.6818 1.2665
H 3.0202 0.6280 -0.9379
O 1.9726 3.1234 2.0648
C 1.3149 -0.0836 0.3179
O -2.7299 -6.7563 -1.9021
H 4.7136 -0.8220 0.6355
H 4.4847 -1.1102 -1.8461
O -0.9262 -1.2907 1.4524
H -5.3732 1.3860 -4.2374
O 2.7829 5.1029 2.7457
C 6.5325 6.0356 7.1626
H 3.4509 2.1951 5.2634
O -3.9206 1.6463 -2.7892
H -2.7650 2.7755 -5.0865
C -9.2315 -7.8064 -4.8126
O 7.3233 3.2119 3.9272
C 3.9646 -1.7778 -1.1402
F -7.2772 -10.2909 -5.9181
C -7.2104 -8.6078 -4.2532
H 6.9456 7.2400 5.4043
O 1.8902 4.9173 0.6993
C 4.7693 1.0267 3.9957
C -2.7488 -2.0196 -0.6983
O -2.8792 -5.6380 -3.8385
H -0.2194 0.6037 -1.1577
C -3.8073 2.7903 -4.7600
F 7.1101 6.5894 8.2586
H -1.9020 -4.2273 -2.6810
H -3.1819 -2.6752 -1.4795
H 1.1810 1.6696 -1.0095
O -3.9524 3.7029 -3.6863
O 5.9719 1.4847 3.3963
C 2.8414 0.1903 0.0541
C -1.4267 -6.2857 -2.2043
C 2.1951 4.2707 1.8546
C 6.2668 2.6730 3.9892
O -4.5545 -6.9961 -3.2024
C 3.7192 -1.0921 0.2341
H -4.5753 -0.8613 -1.1674
F -0.8516 -5.8178 -1.0728
C 6.1647 7.0797 6.1451
O 5.2020 3.1628 4.6654
N -3.5882 -0.0243 0.5610
O -3.6186 3.4435 -1.4714
H -6.2018 -8.2143 -4.1492
O 1.0609 -1.4161 -0.1711
O 3.4330 5.0817 6.2940
F 4.0461 0.3488 3.0713
S -0.3757 -2.0538 0.3206
H -0.8841 -5.0319 -3.8918
H 5.9118 8.0356 6.6088
C 4.0880 2.3055 4.3883
H -7.0627 -8.3631 -6.4268
H -3.8124 0.6245 -4.6023
H -3.0071 -0.0549 -1.4625
H -7.3371 -9.4448 -3.5631
O -10.2522 -7.2070 -4.7718
H -2.8794 -2.5404 0.2625
H 7.1705 5.2366 6.7788
F -4.5956 3.1892 -5.7883
H 1.1925 0.0257 1.4041
H -0.0169 1.6859 0.2696
C -3.5683 -0.6932 -0.7560
C -1.6958 -5.1758 -3.1816
*
```



Computed, not measured: a molecular structure, C48H58CrN4O4S at a distorted geometry, with wB97M-V/def2-TZVPD.

- E_LUMO (alpha / beta): -0.0317 / -0.0327 Eh
- Expectation value of S²: 6.07
- HOMO (alpha / beta): -0.20537 / -0.23886 Eh
- Molecular weight: 839.1 g mol⁻¹

The geometry in ORCA input format:
```
! RIJCOSX wB97M-V def2-TZVPD def2/J DEFGRID3
* xyz 0 5
H 0.4806 6.5452 2.6552
H -3.9653 -3.2844 -2.7007
H -4.8837 -5.0121 -1.5495
H -2.2105 -2.3548 1.0643
C 1.6109 -0.0157 0.9580
C -1.2154 -1.5611 -0.6570
H 0.1975 -4.3144 3.3734
C -5.1581 -2.4693 0.7662
H -5.8706 -3.5378 -1.6056
H 3.0718 1.5567 4.3659
H 2.3801 -4.0047 5.4761
H -2.4774 -0.4816 -5.8994
H -3.4015 -0.1505 -4.4309
O -0.4426 -0.5092 -2.6013
C 3.2267 0.0493 -3.0003
C 5.1025 -0.1347 -4.5575
C 3.8659 0.3916 -4.2157
H 4.4493 2.8313 1.2309
H -1.9714 7.3483 3.9186
C 5.0243 -1.3994 -2.4834
H 5.0843 -0.1843 1.7114
H 2.6881 -3.9221 3.7387
C 2.4325 -3.3369 4.6191
H 4.0330 1.4854 0.1660
C -1.7690 3.5615 1.7346
C 1.0898 -2.6248 4.4058
H -0.0974 -1.9347 -4.4285
H 5.5036 -2.1186 -1.8367
S -1.3595 3.5305 -4.8521
C 3.1504 2.1118 3.4353
H -0.7773 6.5441 4.9278
C -2.0975 4.4114 2.7829
H -1.6504 0.0802 -4.4377
H -2.9871 2.4150 0.3907
H -3.2621 -4.1495 1.7605
C -3.8606 -4.6089 0.9795
H 1.1152 5.8447 -0.3426
H 0.6789 3.2205 -6.1727
C 0.2178 2.9387 -5.2490
C -2.2264 -2.2944 -0.0122
C -1.2827 -1.3366 -2.0909
C 2.1647 -0.7071 3.1764
C -3.2443 -2.8802 -0.7352
C 2.4058 0.1480 2.1112
C 1.9149 1.4198 -4.0527
H -0.0255 -4.3282 5.1192
H -2.0855 2.6443 -2.6565
C 3.6997 2.0693 1.0198
O 0.8418 2.9856 -0.7837
C 3.5078 1.1925 2.2572
C 4.8439 0.4868 2.5327
H -2.2679 1.4834 1.6874
C 0.3759 -1.8434 2.0883
C 0.5281 -0.9825 0.9930
O -0.8420 1.7576 -0.2668
H -4.6840 -5.1365 1.4573
H 1.5439 -1.0586 5.8495
C -5.3838 -4.2555 -0.9490
N 2.0387 0.7183 -2.9281
H 6.6363 -1.4513 -3.8936
H 3.1787 1.7115 -5.7385
H -0.9788 -3.2277 4.1338
H -3.6277 2.5620 2.0367
H -3.2442 -5.3366 0.4565
H 3.2313 -2.6229 4.7971
H -3.2651 -3.8886 -4.7072
H 2.1986 2.6063 3.2534
H -0.7880 -3.5556 -4.5392
N -0.1572 -0.9616 -0.1414
C -2.2627 -1.9882 -4.3546
H -3.2684 -2.7891 -6.0788
H -0.1670 -1.2109 5.4584
H 4.8140 -0.0912 3.4517
H 5.6027 0.1419 -5.4745
C -2.7215 2.4434 1.4451
H 2.7740 2.5627 0.7448
H -5.5479 -1.7277 0.0722
C -1.6452 6.3780 4.2928
H 5.6413 1.2217 2.6196
H 2.7785 -0.5886 4.0529
O 1.7746 0.5969 -0.1574
H -0.8548 -2.4755 -5.9343
C -3.2054 -2.7797 -2.1341
H -6.1596 -4.7482 -0.3650
C 1.2005 -1.7194 3.1881
Cr 0.5723 0.9704 -1.6158
C -0.1493 5.7041 2.3987
C 3.7982 -0.8723 -2.1278
H -0.3791 -2.6077 2.0367
C 0.7506 -1.7682 5.6330
C -0.1795 2.8121 -0.0634
C -1.2790 2.6467 -3.3619
H 0.6117 -2.3974 6.5091
C 0.2123 4.8967 1.3285
C 5.6698 -1.0274 -3.6645
H -4.3522 -2.4904 -4.7284
H -4.5009 -1.9632 1.4681
H 3.2875 -1.1621 -1.2219
C -0.9105 -2.5195 -4.8481
C 1.4271 5.3109 0.5560
C -2.2631 -2.0461 -2.8309
H 2.0191 4.4600 0.2363
C -1.2917 5.4756 3.1499
H 3.9167 2.8736 3.5585
H 2.0439 5.9816 1.1521
H -5.9919 -2.8983 1.3182
H -2.4464 5.9570 4.8948
N -0.1684 1.9928 -3.1816
C 0.0006 -3.6880 4.2402
H -3.0105 4.2267 3.3324
N 3.0074 1.2538 -4.8607
C -2.4593 -0.5385 -4.8124
C -0.5852 3.7802 0.9997
C -3.3599 -2.8446 -4.9956
C 0.6990 2.1434 -4.2356
C -4.3977 -3.5597 -0.0044
*
```